Here is the molecule C21H28N2O3 from the OMol25 dataset. Energies are from ωB97M-V with the def2-TZVPD basis set.

Each line ends with the natural charge from an NBO analysis.
CARTESIAN COORDINATES (ANGSTROEM)
C -8.469 -0.199 -2.371  -0.378
C -7.518 -0.886 -1.770  -0.188
C -6.218 -0.302 -1.310  -0.109
O -5.935 -0.824 -0.025  -0.510
C -4.797 -0.435 0.605  0.397
C -4.606 -0.953 1.888  -0.282
C -3.484 -0.617 2.615  -0.184
C -2.525 0.228 2.078  -0.245
C -2.702 0.735 0.799  -0.088
C -1.726 1.716 0.219  0.672
O -2.006 2.898 0.124  -0.620
N -0.543 1.211 -0.194  -0.434
C -0.151 -0.174 -0.137  -0.214
C 1.061 -0.337 0.781  -0.392
C 2.218 0.546 0.305  -0.227
C 3.416 0.393 1.248  -0.381
C 4.645 1.199 0.811  -0.505
C 4.977 0.989 -0.653  0.689
O 4.762 1.833 -1.500  -0.627
N 5.536 -0.196 -1.001  -0.619
C 5.835 -1.322 -0.183  -0.060
C 4.973 -2.556 -0.267  -0.437
C 6.361 -2.559 -0.838  -0.418
C 1.739 1.995 0.202  -0.409
C 0.498 2.089 -0.684  -0.224
C -3.839 0.416 0.066  -0.309
H -8.371 0.856 -2.566  0.192
H -9.381 -0.664 -2.702  0.202
H -7.626 -1.943 -1.569  0.206
H -5.421 -0.593 -2.014  0.182
H -6.275 0.794 -1.279  0.185
H -5.361 -1.609 2.292  0.224
H -3.354 -1.014 3.611  0.216
H -1.652 0.500 2.651  0.215
H -0.986 -0.782 0.213  0.230
H 0.118 -0.501 -1.151  0.187
H 1.365 -1.386 0.798  0.207
H 0.781 -0.050 1.797  0.198
H 2.518 0.214 -0.696  0.199
H 3.676 -0.666 1.306  0.207
H 3.128 0.719 2.251  0.208
H 4.456 2.264 0.945  0.236
H 5.501 0.925 1.431  0.219
H 5.704 -0.301 -1.993  0.403
H 6.238 -1.056 0.786  0.213
H 4.782 -3.117 0.634  0.218
H 4.145 -2.541 -0.959  0.220
H 7.128 -3.123 -0.330  0.224
H 6.465 -2.558 -1.912  0.216
H 2.520 2.616 -0.235  0.234
H 1.501 2.374 1.198  0.198
H 0.097 3.104 -0.688  0.250
H 0.755 1.802 -1.710  0.189
H -3.954 0.847 -0.916  0.226

Values from the calculation:
Energy above the lowest of the compared OMol25 structures with the same formula, charge and spin ... 3.105 eV
LUMO level ... 0.72 eV
SMILES ... C=CCOc1cccc(C(=O)N2CCC(CCC(=O)NC3CC3)CC2)c1



Here is the molecule C4H7NO from the OMol25 dataset. Energies are from ωB97M-V with the def2-TZVPD basis set.

Each line ends with the natural charge from an NBO analysis.
CARTESIAN COORDINATES (ANGSTROEM)
O -0.544 -1.867 -0.796  -0.698
C -0.421 -0.523 -1.085  0.071
C -1.093 0.454 -0.195  -0.376
C 0.192 0.553 1.603  -0.088
N 1.055 -0.424 0.935  -0.692
C 0.518 0.255 -0.215  -0.107
H -0.003 -2.012 0.003  0.494
H -0.383 -0.312 -2.150  0.200
H -1.745 0.038 0.557  0.279
H -1.384 1.424 -0.581  0.234
H 0.716 1.542 1.547  0.088
H 2.049 -0.208 0.980  0.371
H 1.069 1.089 -0.639  0.223

Values from the calculation:
Energy above the lowest of the compared OMol25 structures with the same formula, charge and spin ... 6.250 eV
LUMO level ... 0.79 eV



Here is the molecule C4H6O2S in a non-equilibrium geometry from the OMol25 dataset. Energies are from ωB97M-V with the def2-TZVPD basis set.

Each line ends with the natural charge from an NBO analysis.
CARTESIAN COORDINATES (ANGSTROEM)
C -2.102 -0.781 -2.451  -0.278
O -1.037 -0.245 -1.562  -0.478
C -0.262 -1.230 -0.942  0.205
C 0.545 -1.026 0.107  -0.411
C 0.491 0.404 0.692  0.332
O -0.277 1.221 0.285  -0.524
S 1.433 0.782 2.066  -0.036
H -2.706 -0.007 -2.895  0.208
H -2.996 -1.452 -2.143  0.194
H -1.517 -1.357 -3.293  0.177
H -0.176 -2.197 -1.369  0.178
H 1.118 -1.874 0.641  0.243
H 1.828 2.370 1.780  0.190

Values from the calculation:
Energy above the lowest of the compared OMol25 structures with the same formula, charge and spin ... 3.241 eV
LUMO level ... 0.03 eV
SMILES ... CO/C=C\C(=O)S



Here is a cluster of 2 separate species, C2H3ClF2O in total in a non-equilibrium geometry from the OMol25 dataset. Energies are from ωB97M-V with the def2-TZVPD basis set.

Each line ends with the natural charge from an NBO analysis.
CARTESIAN COORDINATES (ANGSTROEM)
F 1.853 0.937 1.209  -0.333
C 1.598 0.496 -0.055  0.498
F 2.843 0.715 -0.577  -0.336
Cl 1.186 -1.198 -0.033  -0.017
H 0.843 1.166 -0.603  0.190
C -2.103 -0.533 0.023  0.288
O -1.769 0.575 -0.195  -0.515
H -2.313 -0.761 1.057  0.118
H -2.139 -1.395 -0.826  0.106

Values from the calculation:
Energy above the lowest of the compared OMol25 structures with the same formula, charge and spin ... 1.174 eV
LUMO level ... 0.63 eV
SMILES ... FC(F)Cl.C=O



Here is the molecule C4H3N3O2 in a non-equilibrium geometry from the OMol25 dataset. Energies are from ωB97M-V with the def2-TZVPD basis set.

Each line ends with the natural charge from an NBO analysis.
CARTESIAN COORDINATES (ANGSTROEM)
O 1.256 -2.556 -0.241  -0.513
C 0.724 -1.460 0.038  0.701
C -0.329 -1.169 1.094  -0.011
N -1.285 -0.459 1.011  -0.182
N -1.640 0.034 -0.230  -0.202
C -0.963 0.997 -0.734  0.003
C 0.387 1.532 -0.370  -0.008
N 1.461 0.847 -0.223  -0.047
O 1.294 -0.386 -0.544  -0.372
H 0.092 -1.428 2.020  0.210
H -1.315 1.426 -1.643  0.206
H 0.316 2.623 -0.177  0.215

Values from the calculation:
Energy above the lowest of the compared OMol25 structures with the same formula, charge and spin ... 4.313 eV
LUMO level ... -0.44 eV
SMILES ... O=C1\C=N/N=C\C=N/O1



Here is the molecule C4H7NO in a non-equilibrium geometry from the OMol25 dataset. Energies are from ωB97M-V with the def2-TZVPD basis set.

Each line ends with the natural charge from an NBO analysis.
CARTESIAN COORDINATES (ANGSTROEM)
C 1.023 0.020 1.203  -0.423
N 0.680 0.073 -0.210  -0.430
C -0.170 -1.039 -0.613  -0.354
C -1.462 -0.087 -0.552  0.597
O -2.618 -0.180 -0.847  -0.501
C -0.337 1.074 -0.497  -0.353
H 1.558 0.937 1.469  0.206
H 0.160 -0.089 1.891  0.167
H 1.700 -0.824 1.368  0.206
H -0.072 -1.234 -1.689  0.221
H 0.079 -1.970 -0.083  0.222
H -0.224 1.973 0.129  0.222
H -0.281 1.398 -1.546  0.220

Values from the calculation:
Energy above the lowest of the compared OMol25 structures with the same formula, charge and spin ... 2.517 eV
LUMO level ... 0.84 eV
SMILES ... CN1CC(=O)C1